1.
{
  "formula": "C2H36BeO18",
  "method": "wB97M-V/def2-TZVPD",
  "elements": ["Be", "O", "C", "C", "O", "H", "H", "H", "H", "O", "H", "H", "O", "H", "H", "O", "H", "H", "O", "H", "H", "O", "H", "H", "O", "H", "H", "O", "H", "H", "O", "H", "H", "O", "H", "H", "O", "H", "H", "O", "H", "H", "O", "H", "H", "O", "H", "H", "O", "H", "H", "O", "H", "H", "O", "H", "H"],
  "positions_angstrom": [[1.98, 0.69, 31.74], [1.39, 0.26, 30.41], [2.16, 1.19, 29.63], [2.48, 2.39, 30.51], [2.93, 1.88, 31.73], [1.53, 1.36, 28.75], [2.97, 0.59, 29.36], [1.68, 3.09, 30.65], [3.31, 2.85, 30.08], [4.22, -0.08, 27.14], [4.73, 0.60, 27.61], [4.80, -0.87, 27.25], [0.03, 2.21, 26.17], [-0.88, 1.92, 26.29], [0.21, 2.80, 26.94], [0.45, 0.87, 32.68], [-0.12, 1.65, 32.70], [-0.05, 0.07, 32.67], [5.60, 2.08, 31.10], [5.82, 1.26, 31.58], [4.64, 2.26, 31.21], [3.27, 2.86, 26.96], [3.92, 3.30, 26.39], [2.83, 2.26, 26.35], [0.61, 5.58, 31.89], [0.78, 6.01, 31.07], [1.34, 5.00, 32.08], [4.28, -1.77, 30.24], [4.32, -1.65, 29.31], [4.90, -2.52, 30.27], [5.40, 1.89, 28.57], [4.47, 2.15, 28.52], [5.58, 2.00, 29.51], [3.61, 5.26, 28.43], [3.43, 4.80, 27.59], [2.81, 5.61, 28.76], [1.30, -0.03, 26.90], [2.21, 0.03, 27.08], [0.97, 0.84, 26.78], [3.07, 4.64, 32.28], [3.48, 4.66, 33.10], [2.99, 3.71, 31.97], [1.35, -2.16, 29.41], [0.54, -2.07, 28.91], [1.53, -1.30, 29.76], [2.72, -0.52, 32.86], [2.55, -1.44, 32.74], [3.67, -0.52, 32.72], [-0.97, 3.15, 32.29], [-1.34, 2.85, 31.41], [-0.68, 4.03, 32.13], [0.29, 3.67, 28.54], [-0.48, 3.81, 29.06], [0.76, 2.92, 28.87], [-1.33, 0.75, 30.04], [-0.38, 0.59, 30.06], [-1.66, -0.10, 30.04]],
  "mulliken_charge": [-0.49, -0.66, 1.78, -0.14, -0.86, -0.12, -0.63, 0.03, 1.09, -0.64, 0.44, 0.21, -0.75, 0.30, 0.38, -0.19, 0.37, 0.30, -0.76, 0.31, 0.42, -0.51, 0.31, 0.20, -0.72, 0.30, 0.39, -0.50, 0.17, 0.27, -0.84, 0.00, 0.71, -0.61, 0.30, 0.28, -0.71, 0.33, 0.33, -0.77, 0.23, 0.59, -0.73, 0.28, 0.35, -0.25, 0.33, 0.29, -0.75, 0.30, 0.34, -0.66, 0.27, 0.26, -0.66, 0.23, 0.25],
  "total_energy_ev": -39918.6228,
  "charge": 0,
  "e_lumo_ha": -0.012,
  "gap_ev": 9.730
}

2.
{
  "formula": "C2H36N2O16",
  "method": "wB97M-V/def2-TZVPD",
  "elements": ["C", "N", "C", "N", "O", "H", "H", "H", "H", "H", "H", "H", "H", "O", "H", "H", "O", "H", "H", "O", "H", "H", "O", "H", "H", "O", "H", "H", "O", "H", "H", "O", "H", "H", "O", "H", "H", "O", "H", "H", "O", "H", "H", "O", "H", "H", "O", "H", "H", "O", "H", "H", "O", "H", "H", "O"],
  "positions_angstrom": [[3.02, -1.79, -1.37], [1.54, -1.75, -1.75], [0.76, -1.08, -0.85], [-0.37, -0.47, -1.38], [1.03, -1.02, 0.34], [3.45, -0.82, -1.76], [3.67, -2.48, -1.89], [3.30, -1.81, -0.36], [1.12, -2.25, -2.50], [-0.34, -0.20, -2.36], [-0.94, 0.14, -0.77], [-3.20, 0.59, -1.03], [-2.86, 2.13, -1.51], [-2.69, 1.14, -1.66], [-0.58, 4.27, -1.71], [-0.60, 2.73, -1.45], [-0.89, 3.63, -1.06], [-0.04, -0.44, -4.32], [-0.88, -1.64, -4.54], [-0.79, -0.98, -4.04], [0.80, -2.95, 2.75], [0.67, -3.87, 1.54], [0.33, -3.73, 2.43], [2.59, 0.57, 1.34], [2.71, 1.89, 1.93], [2.81, 1.45, 1.09], [-2.92, -1.41, -2.79], [-3.03, -1.63, -4.26], [-3.29, -2.04, -3.34], [0.08, -0.20, 3.37], [0.72, -0.59, 2.04], [0.75, -0.48, 2.91], [0.16, 3.07, 3.92], [0.14, 2.39, 2.57], [-0.15, 2.26, 3.42], [2.61, -0.94, 4.67], [2.69, -0.08, 3.15], [3.24, -0.34, 4.07], [2.82, 2.24, -1.30], [1.63, 1.28, -1.33], [2.30, 1.74, -1.87], [1.87, -1.26, -4.42], [2.35, -0.02, -3.95], [1.84, -0.42, -4.70], [-1.17, -2.83, 1.97], [-2.36, -2.92, 0.89], [-2.03, -2.73, 1.63], [-2.05, 0.43, 1.94], [-2.28, -0.99, 1.16], [-2.53, -0.08, 1.23], [-3.62, 1.82, 2.69], [-4.24, 0.47, 2.42], [-4.46, 1.27, 2.83], [0.54, 4.84, 1.22], [0.04, 3.64, 0.50], [0.31, 4.01, 1.41]],
  "mulliken_charge": [-0.96, -0.09, -0.31, 0.30, -0.49, 0.26, 0.42, 0.27, 0.32, 0.17, 0.09, 0.32, 0.30, -0.64, 0.32, 0.31, -0.71, 0.28, 0.24, -0.56, 0.35, 0.34, -0.71, 0.17, 0.38, -0.58, 0.33, 0.32, -0.67, 0.18, 0.49, -0.34, 0.26, 0.35, -0.55, 0.29, 0.29, -0.65, 0.29, 0.26, -0.58, 0.30, 0.35, -0.70, 0.39, 0.23, -0.68, 0.28, 0.30, -0.58, 0.30, 0.37, -0.62, 0.27, 0.36, -0.64],
  "total_energy_ev": -38395.8374,
  "charge": 0,
  "e_lumo_ha": -0.007,
  "gap_ev": 10.265,
  "e_above_lowest_kcal_mol": 102.8
}